[1]
Below is the molecule C2H2OS3 at a distorted geometry, with properties calculated with ωB97M-V/def2-TZVPD.

The geometry in XYZ format:
```
8
Properties=species:S:1:pos:R:3:forces:R:3
C -1.18357 0.01502 0.60704 0.4 -0.2 -0.7
C -0.34115 -0.37101 -0.36262 0.0 -0.4 0.6
O 1.89398 -0.53912 -1.65213 0.3 -0.7 -0.4
S -0.85140 0.83111 2.04576 0.3 0.4 0.4
S 1.94515 1.49727 0.42826 -0.5 -1.2 0.2
S 1.45043 -0.33804 -0.28260 -0.5 2.1 0.1
H -2.24223 -0.17035 0.44290 -0.1 0.0 0.0
H -0.67121 -0.92487 -1.22662 0.0 0.0 -0.2
```
Positions in Å, forces in eV/Å.

Properties
Kohn-Sham gap (alpha / beta) (eV): 6.433 / 6.325
Total charge: 0
ΔE to the lowest compared entry with this formula, charge and spin (kJ/mol): 298.1
Structure (SMILES): O=S(=S)=CC=S
E_tot (eV): -36655.860

How positive or negative is each atom? The Löwdin charges in e answer that:
1. C -0.71
2. C -0.40
3. O -0.52
4. S 0.72
5. S 0.28
6. S 0.48
7. H 0.07
8. H 0.08

=====

[2]
Below is a 4-piece molecular cluster, C25H29F24NO7 overall at a distorted geometry, with properties calculated with ωB97M-V/def2-TZVPD.

The geometry in XYZ format:
```
86
Properties=species:S:1:pos:R:3:forces:R:3
C -5.37398 3.91052 -1.11079 1.4 -1.2 -2.2
C -4.83909 3.23896 -2.22546 -1.1 0.1 2.6
C -5.66579 2.09242 -2.94673 -0.6 0.4 -3.7
O -5.88585 2.24815 -4.17600 0.7 -0.6 4.4
O -6.21150 0.94343 -2.32755 2.2 2.2 0.2
C -5.33471 0.41203 -1.28297 -0.1 -1.5 1.2
C -4.02919 -0.31206 -1.86374 0.2 0.2 0.5
C -2.66387 0.50035 -1.68114 0.6 -0.9 0.2
C -2.12962 0.54835 -0.15281 0.6 0.9 -0.8
C -2.37138 1.99197 0.55168 0.8 -1.0 0.6
C -1.03662 2.30163 1.39587 -0.3 -0.3 0.2
N -0.99278 3.71058 1.93757 1.4 -0.2 0.6
C 0.38548 4.22584 1.93913 2.5 1.9 -3.0
O 1.03556 4.43220 0.87586 -2.5 -0.9 3.5
O 1.08323 4.55852 3.14888 -2.3 -0.1 -1.2
H -6.36673 3.58467 -0.66906 1.4 0.6 -0.6
H -4.78495 4.77706 -0.66494 -1.1 -1.3 -0.6
H -3.78763 3.45912 -2.62998 -2.0 -0.2 0.4
H -5.11729 1.19132 -0.46819 -0.1 -1.0 -1.4
H -5.95343 -0.40880 -0.75946 0.7 1.4 -1.0
H -4.17378 -0.59836 -2.95486 0.0 0.5 1.4
H -3.91975 -1.30385 -1.28389 -0.1 1.5 -0.9
H -2.67504 1.56373 -2.08569 -0.2 -1.4 0.4
H -1.86112 -0.07059 -2.28395 -1.3 0.9 0.8
H -2.52255 -0.32539 0.46306 0.4 1.2 -0.8
H -0.98216 0.44804 -0.23437 -1.8 -0.1 0.3
H -3.25955 1.90715 1.27662 1.2 0.5 -1.2
H -2.53578 2.79459 -0.25161 0.2 -1.1 1.3
H -0.10844 2.14151 0.75070 -1.3 0.0 0.7
H -0.98760 1.61619 2.32337 0.0 0.8 -1.6
H -1.62744 4.32865 1.41644 0.8 -0.2 0.2
H 1.39747 5.49434 3.08449 -0.1 -1.2 -0.4
C 3.84463 2.61257 0.15617 -0.6 0.6 -0.1
C 3.86576 1.07253 0.25547 0.1 0.4 -0.9
C 4.86837 0.47572 1.24491 0.0 -0.6 0.6
F 6.14323 0.78331 0.94401 0.0 0.0 -0.1
F 4.79125 -0.88147 1.23522 -0.3 0.1 -0.1
F 4.03866 0.55412 -0.98531 0.1 -0.1 0.2
F 2.61591 0.68477 0.65170 0.2 0.1 0.4
O 4.58169 3.20570 -0.92420 1.3 -0.7 0.4
C 5.96204 3.42508 -0.73013 -1.7 0.5 0.7
C 6.83187 2.59176 -1.67989 0.3 -0.4 -0.5
F 6.60461 1.26903 -1.53681 -0.2 0.2 0.1
F 8.14761 2.79302 -1.42573 -0.2 0.3 0.2
F 6.27285 3.24063 0.56647 0.5 0.0 -0.3
F 6.16847 4.73914 -0.97814 0.3 -0.3 -0.3
H 2.80664 2.88552 -0.05441 0.2 -0.1 -0.1
H 4.06568 3.09466 1.11166 0.2 -0.2 -0.1
H 4.66120 0.81076 2.26444 -0.1 0.1 -0.1
H 6.63313 2.85720 -2.72090 -0.1 0.2 0.1
C 6.48889 -0.97949 5.78779 0.8 -0.4 -0.2
C 5.57944 0.20387 5.39396 0.1 -0.7 -0.5
C 4.65520 0.73218 6.49309 -0.4 0.7 0.3
F 3.78560 -0.19318 6.93380 0.1 -0.1 -0.1
F 3.90809 1.76419 6.02170 0.3 0.0 -0.2
F 4.87577 -0.13130 4.28412 -0.1 0.1 0.3
F 6.40205 1.22781 5.01940 -0.1 0.0 0.4
O 6.04720 -2.29554 5.42553 -1.3 0.3 0.7
C 5.14847 -2.94634 6.29829 1.7 0.6 0.0
C 3.77936 -3.19967 5.65447 -0.6 -0.2 -0.4
F 3.19659 -2.05127 5.24903 0.3 0.0 0.1
F 2.93310 -3.77723 6.54035 0.4 0.0 0.2
F 5.06799 -2.26510 7.45668 -0.4 -0.3 0.0
F 5.72083 -4.13249 6.60451 -0.4 0.0 -0.3
H 7.41247 -0.84888 5.21669 -0.3 0.0 -0.1
H 6.80317 -0.93150 6.83352 -0.3 0.1 0.0
H 5.23137 1.10282 7.34629 0.2 -0.1 -0.1
H 3.87487 -3.85453 4.78517 0.2 0.0 0.1
C -4.46875 -3.90856 -6.37879 0.6 0.4 -0.4
C -5.55934 -4.98760 -6.54932 0.8 -0.4 0.3
C -6.92817 -4.66272 -5.94709 -0.9 -0.1 -0.2
F -6.88285 -4.48002 -4.61550 0.2 0.0 0.0
F -7.79109 -5.68913 -6.16219 0.3 0.0 -0.2
F -5.08829 -6.16766 -6.07915 -0.2 0.2 0.1
F -5.73348 -5.16370 -7.89244 -0.3 0.4 0.1
O -3.53351 -4.08356 -5.30372 -1.1 -0.1 1.0
C -3.91616 -3.62451 -4.02558 0.3 0.6 -1.8
C -4.04958 -4.75953 -3.00249 0.0 -0.6 0.4
F -4.95485 -5.68083 -3.39190 0.2 0.2 -0.2
F -4.46846 -4.27906 -1.80618 0.1 0.3 -0.2
F -5.02939 -2.87544 -4.13033 0.0 -0.1 0.5
F -2.93731 -2.77982 -3.62587 0.0 -0.4 0.3
H -3.84700 -3.96838 -7.27650 -0.1 -0.2 0.2
H -4.88008 -2.89601 -6.39629 -0.2 -0.2 0.2
H -7.35729 -3.76732 -6.40696 0.2 0.0 -0.1
H -3.09260 -5.26682 -2.85909 0.1 0.2 -0.1
```
Positions in Å, forces in eV/Å.

Properties
Kohn-Sham gap (eV): 10.095
Total charge: 0
ΔE to the lowest compared entry with this formula, charge and spin (kJ/mol): 275.8
Structure (SMILES): FC(F)C(F)(F)COC(F)(F)C(F)F.FC(F)C(F)(F)COC(F)(F)C(F)F.FC(F)C(F)(F)COC(F)(F)C(F)F.C=CC(=O)OCCCCCCNC(=O)O
E_tot (eV): -107433.614

How positive or negative is each atom? The Löwdin charges in e answer that:
1. C 0.01
2. C -0.08
3. C -0.39
4. O 0.06
5. O -0.05
6. C -0.17
7. C -0.16
8. C -0.19
9. C -0.18
10. C -0.18
11. C -0.21
12. N 0.01
13. C -0.41
14. O 0.04
15. O 0.03
16. H 0.09
17. H 0.07
18. H 0.12
19. H 0.12
20. H 0.14
21. H 0.11
22. H 0.12
23. H 0.09
24. H 0.11
25. H 0.12
26. H 0.10
27. H 0.12
28. H 0.10
29. H 0.11
30. H 0.14
31. H 0.12
32. H 0.12
33. C -0.04
34. C -0.43
35. C -0.31
36. F 0.10
37. F 0.09
38. F 0.13
39. F 0.10
40. O 0.04
41. C -0.51
42. C -0.28
43. F 0.10
44. F 0.10
45. F 0.14
46. F 0.14
47. H 0.13
48. H 0.15
49. H 0.15
50. H 0.17
51. C -0.04
52. C -0.43
53. C -0.30
54. F 0.10
55. F 0.09
56. F 0.11
57. F 0.11
58. O 0.04
59. C -0.51
60. C -0.28
61. F 0.10
62. F 0.10
63. F 0.14
64. F 0.15
65. H 0.15
66. H 0.15
67. H 0.17
68. H 0.18
69. C -0.04
70. C -0.43
71. C -0.30
72. F 0.09
73. F 0.09
74. F 0.13
75. F 0.10
76. O 0.04
77. C -0.51
78. C -0.27
79. F 0.10
80. F 0.09
81. F 0.13
82. F 0.13
83. H 0.15
84. H 0.15
85. H 0.17
86. H 0.18

=====

[3]
Below is the molecule C4H11N3 at a distorted geometry, with properties calculated with ωB97M-V/def2-TZVPD.

The geometry in XYZ format:
```
18
Properties=species:S:1:pos:R:3:forces:R:3
C -1.65628 -0.74391 -0.76283 1.1 -1.2 0.2
C -0.15554 -1.20466 -0.55757 -1.7 1.6 0.5
C 0.77441 0.00815 -0.40875 -0.5 -0.5 -0.8
N 2.06658 0.67639 2.10926 1.0 -1.1 -1.0
C 1.11299 1.43340 1.43751 -2.2 -0.6 2.0
N 0.34372 1.08251 0.48500 1.3 0.4 -0.2
N -1.61129 0.33151 -1.78669 -0.4 -0.6 1.3
H -2.07021 -1.66162 -1.20440 -0.6 0.5 0.1
H -2.17646 -0.54975 0.21601 0.4 0.2 -1.0
H -0.01171 -1.65166 -1.53147 0.9 -0.5 0.0
H -0.02174 -1.89220 0.29437 -0.2 0.0 -0.5
H 1.74335 -0.46285 -0.29028 0.7 0.5 0.5
H 0.76942 0.51275 -1.37242 0.3 -0.2 -0.2
H 1.82182 0.46646 3.07014 0.0 0.5 0.0
H 2.19819 -0.21644 1.62876 0.2 0.3 0.3
H 0.81579 2.27883 2.08281 0.1 0.0 -0.7
H -2.53292 0.44073 -2.18849 -0.1 0.2 0.0
H -1.41013 1.15236 -1.22096 0.0 0.4 -0.5
```
Positions in Å, forces in eV/Å.

Properties
Kohn-Sham gap (eV): 9.949
Total charge: 0
ΔE to the lowest compared entry with this formula, charge and spin (kJ/mol): 200.1
Structure (SMILES): N/C=N\CCCN
E_tot (eV): -8795.546

How positive or negative is each atom? The Löwdin charges in e answer that:
1. C -0.29
2. C -0.19
3. C -0.28
4. N 0.05
5. C -0.29
6. N 0.03
7. N -0.01
8. H 0.09
9. H 0.11
10. H 0.10
11. H 0.11
12. H 0.09
13. H 0.10
14. H 0.09
15. H 0.07
16. H 0.11
17. H 0.06
18. H 0.05

=====

[4]
Below is the molecule C5H9N at a distorted geometry, with properties calculated with ωB97M-V/def2-TZVPD.

The geometry in XYZ format:
```
15
Properties=species:S:1:pos:R:3:forces:R:3
C 2.05155 -0.92671 0.04630 0.1 2.1 1.3
N 0.64843 -0.73624 0.39131 0.8 -0.1 1.1
C -0.31108 -0.11229 -0.36562 0.0 -0.6 -0.8
C -0.49139 -0.24752 -1.68649 -0.7 0.2 -0.4
C -1.51383 1.69677 1.03021 0.4 -0.3 -1.6
C -1.35023 0.49794 0.47994 -1.5 -1.0 1.1
H 2.39031 -0.09608 -0.61469 -0.3 -0.8 0.0
H 2.59761 -0.70790 0.99632 -0.1 -0.5 -0.7
H 2.33110 -1.89815 -0.30060 0.0 -0.6 -0.5
H 0.42465 -0.82034 1.38682 0.3 0.4 -0.8
H 0.15240 -0.65693 -2.44662 0.5 -0.4 0.4
H -1.51052 -0.14430 -2.03871 0.1 0.9 -0.1
H -0.99451 2.56633 0.65618 0.5 0.1 0.3
H -2.33378 1.85192 1.68502 -0.6 0.2 0.5
H -2.09072 -0.26649 0.78062 0.3 0.3 0.1
```
Positions in Å, forces in eV/Å.

Properties
Kohn-Sham gap (eV): 8.735
Total charge: 0
ΔE to the lowest compared entry with this formula, charge and spin (kJ/mol): 214.0
Structure (SMILES): C=CC(=C)NC
E_tot (eV): -6818.777

How positive or negative is each atom? The Löwdin charges in e answer that:
1. C -0.09
2. N -0.06
3. C -0.42
4. C 0.03
5. C 0.02
6. C -0.16
7. H 0.09
8. H 0.09
9. H 0.06
10. H 0.13
11. H 0.04
12. H 0.05
13. H 0.06
14. H 0.04
15. H 0.12

=====

[5]
Below is the molecule C3H3NO2 at a distorted geometry, with properties calculated with ωB97M-V/def2-TZVPD.

The geometry in XYZ format:
```
9
Properties=species:S:1:pos:R:3:forces:R:3
C -0.23911 0.38204 0.29847 1.3 1.2 0.2
C 1.00905 -0.37532 0.72087 -0.9 -0.4 -0.3
C -1.25405 -1.16368 -1.25059 0.3 -1.0 -3.0
N -0.99649 -0.02070 -0.58235 -2.1 0.2 0.2
O 1.71530 -1.07188 0.02329 -1.0 1.2 1.2
O -2.08063 -2.01590 -0.98658 1.1 0.9 0.4
H -0.45387 1.37006 0.83898 0.5 -1.2 -0.8
H 0.97220 -0.19727 1.79800 1.6 -0.6 0.8
H -0.71593 -1.13280 -2.28735 -0.7 -0.2 1.4
```
Positions in Å, forces in eV/Å.

Properties
Kohn-Sham gap (eV): 8.949
Total charge: 0
ΔE to the lowest compared entry with this formula, charge and spin (kJ/mol): 263.1
Structure (SMILES): O=C/C=N\C=O
E_tot (eV): -8742.404

How positive or negative is each atom? The Löwdin charges in e answer that:
1. C -0.09
2. C -0.21
3. C -0.37
4. N 0.13
5. O 0.09
6. O 0.04
7. H 0.14
8. H 0.11
9. H 0.16